No. 1
{
  "formula": "C2H3INOS",
  "method": "ωB97M-V/def2-TZVPD",
  "symbols": ["C", "C", "N", "O", "S", "I", "H", "H", "H"],
  "xyz": [[0.3144, -0.4656, 0.0509], [0.6507, 0.3863, 0.9166], [0.5779, -0.9222, -1.2708], [0.6824, 1.0207, 1.9030], [-1.6418, 2.3415, 2.3343], [-2.4696, 0.7886, 0.8774], [-0.3067, -0.9279, -1.7979], [0.9333, -1.8905, -1.2367], [1.2594, -0.3309, -1.7768]],
  "gap_ev": [6.0, 5.8],
  "total_charge": 1,
  "lumo_ev": [-7.1703, -7.2374],
  "homo_ev": [-13.18, -13.01]
}

No. 2
{
  "formula": "C2H3IO",
  "method": "ωB97M-V/def2-TZVPD",
  "symbols": ["C", "C", "O", "I", "H", "H", "H"],
  "xyz": [[-0.6076, -1.3286, -0.8015], [0.4998, -0.0751, 0.8074], [0.1156, -1.9757, -1.4343], [-0.3684, -0.6825, 2.5959], [-1.6256, -1.1706, -0.4297], [1.4992, -0.2691, 0.4181], [-0.0774, 0.8356, 0.5553]],
  "gap_ev": [8.1, 8.1],
  "total_charge": 0,
  "lumo_ev": [0.2153, 0.2173],
  "homo_ev": [-7.87, -7.87]
}

No. 3
{
  "formula": "C2H3IO2",
  "method": "ωB97M-V/def2-TZVPD",
  "symbols": ["O", "C", "O", "C", "I", "H", "H", "H"],
  "xyz": [[-0.9610, -2.2815, -0.1375], [-1.9517, -1.7506, -0.3235], [-2.9887, -1.3148, -0.5356], [1.3513, 0.9637, 0.1773], [-0.4977, 1.6882, -0.3842], [1.3542, 1.4700, 1.1374], [1.4409, -0.0979, 0.3611], [2.2526, 1.3229, -0.2950]],
  "smiles": "O=C=O.CI",
  "gap_ev": 10.0,
  "total_charge": 0,
  "lumo_ev": 0.4481,
  "homo_ev": -9.52
}

No. 4
{
  "formula": "C2H3IO2S",
  "method": "ωB97M-V/def2-TZVPD",
  "symbols": ["C", "C", "O", "O", "S", "I", "H", "H", "H"],
  "xyz": [[0.4392, 0.1793, 1.3053], [0.5731, -0.1273, 0.0866], [-0.3162, 1.6764, -1.9908], [-1.9801, 1.0829, -0.2557], [-0.9157, 0.6764, -1.1259], [0.1047, -3.5631, -1.2733], [1.1258, -0.0883, 2.1738], [-0.5577, 0.5754, 1.5866], [1.5269, -0.4117, -0.5066]],
  "gap_ev": [8.4, 5.8],
  "total_charge": 0,
  "lumo_ev": [-2.1992, -3.5681],
  "homo_ev": [-10.59, -9.41]
}

No. 5
{
  "formula": "C2H3KO2P",
  "method": "ωB97M-V/def2-TZVPD",
  "symbols": ["H", "O", "C", "H", "C", "O", "K", "P", "H"],
  "xyz": [[0.4265, 2.2234, -0.0119], [1.3795, 0.7612, 1.0218], [-0.4466, 0.2401, -0.3482], [-1.4017, 0.6671, -0.6733], [0.4466, 1.1778, 0.3483], [-0.5190, -1.0051, 0.3648], [1.0265, -1.3025, 2.4305], [0.1528, -1.2420, -1.2223], [-1.0646, -1.5200, -1.9098]],
  "gap_ev": 10.4,
  "total_charge": 1,
  "lumo_ev": -4.2039,
  "homo_ev": -14.56
}

No. 6
{
  "formula": "C2H3LiO2Yb",
  "method": "ωB97M-V/def2-TZVPD",
  "symbols": ["O", "C", "C", "O", "Yb", "H", "H", "Li", "H"],
  "xyz": [[-2.2208, 1.2285, -0.7659], [-1.5626, 0.5438, -0.1835], [-0.6681, -0.3982, 0.5618], [0.4672, -0.6552, -0.1471], [2.4628, 0.4981, -0.1011], [-1.3207, -1.2729, 0.7516], [-0.5288, 0.1059, 1.5392], [0.5344, -2.3373, -1.0329], [2.8364, 2.2873, -0.6222]],
  "gap_ev": 6.4,
  "total_charge": 2,
  "lumo_ev": -9.1823,
  "homo_ev": -15.62
}

Question: What is the formula in the first record?
Answer: C2H3INOS